{
  "formula": "C3HN2O3S",
  "method": "the ωB97M-V functional and the def2-TZVPD basis",
  "de_lowest_ev": 3.6105,
  "spin_multiplicity": 1,
  "lumo_ev": 2.93,
  "total_charge": -1,
  "homo_lumo_gap_ha": 0.2347,
  "species": ["O", "O", "N", "S", "C", "C", "O", "H", "C", "N"],
  "xyz": [[-0.85313, -0.76466, 1.52693], [-3.33760, 1.51650, -2.04373], [-1.15343, 1.21835, -1.21621], [1.86255, -0.68789, 2.48189], [-2.26956, 1.61104, -1.55843], [2.25816, -0.85277, 0.86157], [2.32465, -1.11399, -1.52586], [-0.50458, 1.47279, -0.55968], [-0.46907, -1.49006, 2.34734], [2.14200, -0.90929, -0.31383]],
  "forces_ev_per_angstrom": [[0.15, -1.43, 1.30], [0.29, 1.38, 0.34], [-3.57, 0.87, -2.30], [1.49, 0.15, 0.11], [1.66, -3.12, 0.17], [-1.10, 0.22, -1.34], [-0.15, 0.10, -0.55], [1.63, 0.79, 1.80], [-1.29, 1.26, -1.58], [0.89, -0.23, 2.06]]
}